DFT (ωB97M-V with the def2-TZVPD basis set) results for a cluster of 11 separate species, C70H165N11O14 in total.

## Properties
- Net charge: 0
- Energy: -120310.019 eV
- Energy above the lowest of the compared OMol25 structures with the same formula, charge and spin: 0.0000 eV
- SMILES: CC1(C)CCCC(C)(C)N1O.CC1(C)CCCC(C)(C)N1O.CC1(C)CCCC(C)(C)N1O.CC1(C)CCCC(C)(C)N1O.COC[C@H](C)N.COC[C@H](C)N.COC[C@H](C)N.COC[C@H](C)N.COCCNCCOC.COCCNCCOC.COCCNCCOC
- HOMO: -7.87 eV
- Kohn-Sham gap: 0.3085 Ha

Geometry as XYZ:
```
260
Properties=species:S:1:pos:R:3:forces:R:3:lowdin_charge:R:1
C 5.0273 4.8453 5.3503 -0.3 0.6 -1.5 -0.051
C 4.9069 5.9982 6.3337 1.3 -0.2 1.6 -0.488
C 3.4424 6.2179 6.7225 0.4 -0.1 0.7 -0.025
C 5.6896 5.4809 7.6172 -1.3 1.1 0.5 -0.114
C 6.0439 6.6079 8.6000 0.6 0.2 0.1 -0.187
C 6.7970 7.7370 7.9038 -0.9 -0.6 -0.6 -0.144
C 6.0588 8.2984 6.6683 0.7 0.9 0.9 -0.512
C 4.9647 9.2893 7.1614 -0.9 -1.8 0.5 -0.022
C 7.1306 9.0734 5.8789 -0.7 0.2 -1.4 -0.038
N 5.6077 7.2055 5.8235 0.4 -1.5 0.0 -0.096
O 4.9243 7.6657 4.6787 -0.3 0.4 -0.1 -0.025
H 4.4440 3.9447 5.5441 -0.1 0.2 0.7 0.081
H 4.6170 5.2189 4.4061 0.2 -0.2 -0.2 0.080
H 6.0627 4.5397 5.1994 0.0 0.2 0.0 0.076
H 3.3766 6.7781 7.6582 0.1 0.2 -0.1 0.070
H 2.8357 6.7365 5.9835 0.0 -0.3 -0.2 0.086
H 3.0835 5.2221 6.9871 -0.6 0.1 -0.4 0.082
H 4.9468 4.8632 8.1277 0.2 -0.4 0.0 0.111
H 6.5500 4.8528 7.3947 0.1 0.2 -0.3 0.112
H 5.1900 6.9788 9.1704 -0.3 0.0 -0.3 0.102
H 6.7385 6.2781 9.3778 -0.1 -0.5 0.0 0.108
H 7.7316 7.3001 7.5477 0.2 0.3 0.2 0.116
H 6.9442 8.5716 8.5887 0.4 0.0 0.0 0.122
H 4.1929 9.3921 6.3983 0.4 1.0 -0.3 0.081
H 5.3435 10.1526 7.7044 0.1 0.4 -0.8 0.082
H 4.3603 8.8164 7.9470 0.2 -0.4 0.1 0.063
H 7.2894 10.0835 6.2529 0.3 -0.2 0.3 0.084
H 6.7894 9.2277 4.8491 -0.4 0.3 0.1 0.069
H 8.0478 8.5192 5.6749 0.1 -0.1 0.8 0.083
H 5.6200 7.7437 4.0181 -0.1 -0.1 -0.1 0.098
C -1.3633 0.7016 4.1556 0.2 0.8 1.1 -0.017
C -1.3579 -0.5639 5.0285 0.1 -0.7 -0.2 -0.472
C -1.5280 -0.2633 6.5560 -0.1 -0.1 -1.3 -0.007
C -2.5759 -1.3867 4.5549 -0.5 0.2 0.8 -0.152
C -2.6123 -2.8474 5.0219 -0.2 0.5 -0.2 -0.167
C -1.2772 -3.4784 4.6298 -0.7 0.3 0.6 -0.125
C -0.0158 -2.7419 5.1503 -0.1 -0.3 -0.5 -0.483
C 0.1988 -2.9453 6.6648 0.3 0.0 0.0 -0.020
C 1.1418 -3.3994 4.3678 0.7 0.1 0.5 -0.030
N -0.1455 -1.3482 4.7219 -0.2 0.3 -1.2 -0.101
O 1.0319 -0.5823 4.9726 -0.2 -0.4 0.8 -0.032
H -0.5415 1.3808 4.3871 0.2 -0.2 0.1 0.077
H -1.3477 0.5415 3.0801 -0.2 -0.3 0.1 0.064
H -2.2317 1.3000 4.4432 -0.3 -0.2 -0.3 0.090
H -1.8799 -1.1762 7.0302 -0.1 0.2 0.2 0.055
H -0.5894 0.0424 7.0135 0.0 0.2 0.0 0.083
H -2.3009 0.5012 6.6362 0.1 0.1 0.3 0.081
H -3.4282 -0.8270 4.9533 -0.2 -0.2 0.0 0.120
H -2.7320 -1.3602 3.4740 0.5 0.1 -0.1 0.090
H -2.9429 -2.9448 6.0580 0.5 0.0 0.2 0.108
H -3.4163 -3.3309 4.4601 0.0 -0.2 0.0 0.102
H -1.3310 -3.4189 3.5404 0.6 -0.2 0.0 0.095
H -1.2215 -4.5253 4.9329 0.1 0.0 -0.1 0.127
H 0.4900 -3.9756 6.8747 -0.2 -0.1 -0.1 0.079
H -0.6600 -2.6967 7.2843 -0.1 -0.1 -0.2 0.061
H 1.0237 -2.3290 7.0282 0.0 0.1 -0.2 0.087
H 1.5020 -4.2807 4.9029 -0.2 -0.2 0.0 0.084
H 2.0296 -2.7679 4.2997 -0.2 0.3 0.0 0.077
H 0.8696 -3.7176 3.3609 -0.2 0.2 0.0 0.062
H 1.0852 0.0106 4.2025 0.2 -0.2 0.0 0.034
C -0.9233 -3.7449 -6.6914 0.1 0.1 -0.4 -0.029
C -0.1382 -5.0958 -6.5531 -0.4 1.6 -1.0 -0.480
C -0.6994 -6.0261 -7.6515 -0.4 -1.3 0.9 -0.043
C 1.3398 -4.8271 -6.8815 1.6 -0.3 -0.9 -0.154
C 2.1910 -4.3024 -5.7459 -1.2 1.3 0.4 -0.187
C 1.9889 -5.0977 -4.4640 0.9 0.3 -0.6 -0.124
C 0.5136 -5.2213 -4.0578 0.3 0.0 0.8 -0.499
C 0.4657 -6.2643 -2.9306 0.1 -0.9 0.1 -0.033
C 0.0318 -3.9410 -3.4141 0.2 1.7 0.4 -0.045
N -0.2708 -5.6516 -5.2145 0.4 -1.6 -0.3 -0.085
O -1.6479 -5.7388 -4.9189 -0.3 0.3 0.4 -0.024
H -0.3424 -2.9084 -6.3006 -0.2 0.0 0.2 0.062
H -1.1388 -3.5129 -7.7378 0.4 -0.1 -0.2 0.080
H -1.9275 -3.7627 -6.2679 0.2 -0.2 0.5 0.072
H -1.7900 -6.0822 -7.6743 -0.1 0.7 -0.1 0.077
H -0.2984 -5.8283 -8.6433 -0.1 0.3 0.1 0.083
H -0.4961 -7.0794 -7.4287 0.7 0.1 0.1 0.083
H 1.8378 -5.6694 -7.3760 -0.4 -0.6 0.5 0.117
H 1.5202 -4.0782 -7.6606 -1.0 0.1 -0.2 0.122
H 3.2134 -4.0214 -6.0032 0.2 -1.0 -0.1 0.118
H 1.7958 -3.2784 -5.6598 -0.1 0.0 0.8 0.092
H 2.5988 -4.6417 -3.6805 -0.4 0.1 0.3 0.109
H 2.4626 -6.0741 -4.5972 -0.4 -0.2 -0.1 0.123
H -0.5447 -6.4845 -2.5823 -0.1 0.1 -0.1 0.079
H 1.0421 -5.9588 -2.0546 -0.1 0.5 -0.1 0.076
H 0.9487 -7.2097 -3.1930 -0.2 0.0 -0.4 0.085
H -0.9517 -3.9377 -2.9421 -0.2 -0.5 -0.5 0.075
H 0.0792 -3.0742 -4.0796 -0.2 -0.1 -0.2 0.066
H 0.6763 -3.6482 -2.5790 0.3 -0.3 0.0 0.064
H -1.8077 -6.6482 -4.6450 0.2 -0.1 -0.1 0.104
C -7.8604 -5.1380 -6.0525 -0.3 0.5 0.6 -0.023
C -7.9044 -5.3762 -4.5222 0.7 -0.1 -0.3 -0.516
C -9.2825 -5.9251 -4.1587 -0.1 -0.2 -0.6 -0.041
C -6.8278 -6.4091 -4.1079 0.6 0.0 1.0 -0.121
C -5.3763 -5.8597 -3.9071 -1.6 0.3 -1.5 -0.164
C -5.5014 -4.7134 -2.9186 0.1 -0.6 0.2 -0.149
C -6.4075 -3.5514 -3.3574 -0.1 -1.0 -0.7 -0.492
C -6.6442 -2.7161 -2.1148 -1.0 1.5 -0.3 -0.036
C -5.7515 -2.7810 -4.5167 0.3 0.1 0.5 -0.008
N -7.7167 -4.1406 -3.7519 0.8 -0.4 1.2 -0.115
O -8.6719 -3.1376 -4.0209 0.0 -0.3 -0.3 -0.014
H -6.9030 -4.7086 -6.3430 0.0 -0.1 -0.2 0.069
H -8.0997 -6.0241 -6.6404 0.2 -0.2 0.1 0.084
H -8.6548 -4.4156 -6.2506 0.2 0.2 -0.2 0.076
H -9.5068 -5.8169 -3.0985 0.0 0.2 0.0 0.089
H -9.9984 -5.4144 -4.8048 -0.4 0.1 0.5 0.078
H -9.3836 -6.9832 -4.4099 0.2 0.0 0.0 0.085
H -7.0490 -6.7929 -3.1067 -0.5 0.0 0.0 0.113
H -6.9416 -7.2645 -4.7751 0.3 0.1 -0.2 0.115
H -4.6540 -6.6202 -3.6139 -0.2 -0.1 0.3 0.106
H -5.0243 -5.4960 -4.8770 0.2 0.1 0.0 0.095
H -4.4843 -4.3955 -2.6761 -0.2 0.5 0.2 0.112
H -5.9866 -5.0837 -2.0113 0.3 -0.2 0.2 0.119
H -7.4082 -1.9425 -2.2584 0.3 0.3 -0.7 0.070
H -5.7363 -2.1686 -1.8614 0.0 -0.3 0.5 0.074
H -7.1663 -3.2067 -1.2913 0.9 -0.8 0.2 0.090
H -4.8158 -2.2979 -4.2181 -0.3 0.4 0.4 0.072
H -6.4700 -2.0497 -4.8846 0.2 0.0 -0.3 0.087
H -5.3701 -3.4445 -5.2933 -0.6 -0.1 -0.2 0.063
H -9.2937 -3.2737 -3.2978 -0.2 0.3 -0.1 0.103
C -6.3961 1.3563 -2.2792 -0.6 -0.5 0.5 -0.103
O -5.4176 1.2080 -1.2689 0.2 0.1 -0.2 -0.210
C -4.3945 2.1792 -1.3658 0.2 0.1 0.3 -0.197
C -3.5014 2.1923 -0.0869 1.6 0.0 -1.2 -0.383
C -2.1030 2.7168 -0.4762 -0.9 1.1 -0.8 -0.067
N -3.2505 0.8818 0.4821 -1.6 -0.6 0.1 0.067
H -6.0521 1.4841 -3.3094 0.6 0.1 0.1 0.090
H -7.0559 2.1916 -2.0306 -0.1 0.1 -0.1 0.089
H -6.9644 0.4265 -2.2648 -0.2 0.1 0.0 0.072
H -3.8391 1.9656 -2.2878 0.4 0.1 0.1 0.119
H -4.8404 3.1759 -1.4633 0.0 0.1 -0.1 0.125
H -3.9955 2.8759 0.6066 0.1 -0.2 0.4 0.131
H -1.6685 2.0404 -1.2119 0.2 -0.3 0.3 0.059
H -1.4162 2.9019 0.3480 -0.3 -0.4 0.2 0.049
H -2.1819 3.6601 -1.0288 0.0 0.1 0.1 0.090
H -4.0717 0.3601 0.1732 0.1 -0.5 0.7 0.046
H -2.4894 0.3581 0.0525 0.0 0.6 -0.2 0.028
C 5.4335 -1.8450 2.5195 0.3 -1.0 -0.1 -0.078
O 4.8754 -3.0409 1.9594 0.9 0.5 0.7 -0.170
C 3.6574 -2.7417 1.3425 -0.5 -0.4 0.1 -0.221
C 2.9451 -4.0467 1.0388 -0.8 -0.3 0.3 -0.429
C 3.7246 -5.0711 0.2111 0.2 0.2 1.0 -0.041
N 1.6844 -3.7393 0.3845 -1.0 0.6 -0.4 0.056
H 4.7904 -1.3936 3.2786 -0.5 0.3 -0.5 0.092
H 5.6932 -1.2165 1.6750 -0.1 0.6 0.4 0.061
H 6.3407 -2.0637 3.0843 0.2 -0.4 -0.4 0.090
H 3.0738 -2.1561 2.0644 -0.4 0.0 -0.3 0.109
H 3.7406 -2.1557 0.4207 0.3 0.1 0.0 0.105
H 2.6929 -4.4781 2.0158 0.5 -0.2 0.1 0.124
H 4.7478 -5.0362 0.5896 0.2 -0.2 -0.4 0.072
H 3.6581 -4.8929 -0.8607 0.1 0.2 0.0 0.065
H 3.3330 -6.0643 0.4360 0.0 -0.1 -0.2 0.073
H 1.2926 -2.8623 0.7332 0.5 0.1 0.0 0.018
H 0.9580 -4.4023 0.6357 0.3 -0.4 -0.2 0.079
C 0.7775 4.7453 1.6413 -0.7 -0.7 -0.9 -0.094
O 1.9526 4.6473 0.8612 0.3 0.1 0.5 -0.192
C 1.7792 4.9631 -0.4974 -1.2 0.5 -0.3 -0.203
C 1.1352 3.8150 -1.2814 1.4 -0.7 -1.6 -0.374
C 2.2299 2.7376 -1.5257 0.0 -0.9 1.6 -0.045
N 0.6802 4.2313 -2.6241 -0.3 1.1 0.9 0.051
H 0.0218 4.0350 1.2803 0.1 -0.3 0.2 0.060
H 0.2393 5.6889 1.5107 0.5 0.4 0.4 0.095
H 1.0179 4.4703 2.6640 0.0 0.4 0.1 0.083
H 1.1468 5.8541 -0.6088 -0.2 0.1 0.1 0.122
H 2.7510 5.2701 -0.8880 0.1 -0.4 -0.1 0.132
H 0.2309 3.4235 -0.8158 0.5 0.0 0.5 0.086
H 1.8557 1.7091 -1.5081 -0.4 0.1 -0.8 0.057
H 2.9460 2.6204 -0.7013 0.1 0.7 0.1 0.052
H 2.8045 2.9271 -2.4302 -0.2 0.0 -0.1 0.088
H 1.3914 4.8415 -3.0013 0.1 0.1 -0.4 0.052
H 0.5690 3.4112 -3.2123 0.1 0.2 0.1 0.025
C -4.3461 -2.7747 0.7892 1.1 -1.5 -0.7 -0.125
O -5.4692 -2.8789 1.6050 -0.3 0.3 -0.1 -0.160
C -5.6578 -1.7926 2.4996 0.3 0.0 0.3 -0.198
C -7.0841 -1.8157 3.0341 0.0 0.9 0.5 -0.420
C -8.0980 -1.5743 1.9381 0.1 -0.6 -0.4 -0.061
N -7.1611 -0.7952 4.1106 0.3 -0.3 0.1 0.029
H -3.3831 -2.8175 1.3107 -0.1 0.8 0.5 0.073
H -4.3457 -2.0199 -0.0013 -0.2 0.6 0.5 0.072
H -4.2261 -3.7054 0.2218 -0.7 -0.2 0.0 0.089
H -4.9783 -1.8831 3.3530 0.0 -0.1 0.0 0.100
H -5.4158 -0.8313 2.0327 -0.1 0.0 -0.3 0.127
H -7.1980 -2.8055 3.4796 -0.3 0.0 0.1 0.140
H -8.0429 -0.5358 1.6092 0.1 0.0 -0.2 0.081
H -9.1272 -1.7931 2.2248 0.0 0.0 0.2 0.074
H -7.8390 -2.2622 1.1294 -0.2 0.2 -0.3 0.064
H -8.0978 -0.6645 4.4713 -0.1 -0.4 -0.1 0.064
H -6.8981 0.1261 3.7783 0.2 -0.1 -0.3 0.066
C 2.4174 8.1389 -4.4777 -0.8 -0.1 -0.2 -0.101
O 2.2309 6.7831 -4.8487 -0.1 0.1 0.0 -0.198
C 2.1267 6.6144 -6.2495 0.3 0.1 -0.5 -0.253
C 2.2074 5.1448 -6.5813 -0.7 0.3 1.2 -0.210
N 0.9500 4.4782 -6.1880 0.5 -0.5 -0.4 -0.051
C 1.1305 3.0179 -6.1638 -0.7 0.2 0.3 -0.203
C -0.0742 2.2257 -5.6303 0.2 0.2 0.2 -0.172
O -0.0395 2.0318 -4.2090 0.7 0.0 -0.2 -0.233
C -0.7164 0.8964 -3.7671 -0.6 -0.8 0.1 -0.123
H 1.5620 8.7383 -4.8064 0.1 0.1 -0.4 0.088
H 3.3423 8.5162 -4.9164 0.1 0.2 0.2 0.088
H 2.3836 8.2470 -3.3963 0.5 -0.4 0.1 0.084
H 2.9262 7.1357 -6.7885 0.3 0.1 0.3 0.119
H 1.2137 7.0266 -6.6920 -0.3 0.1 0.4 0.127
H 3.0226 4.7433 -5.9665 0.3 -0.1 -0.4 0.120
H 2.4182 5.0751 -7.6491 -0.1 -0.5 0.0 0.121
H 0.6385 4.8547 -5.3018 0.1 -0.1 0.2 0.090
H 1.9915 2.6467 -5.5931 0.3 0.3 0.1 0.120
H 1.2874 2.7435 -7.2093 0.0 -0.3 0.0 0.117
H -0.0198 1.2358 -6.0905 -0.4 0.0 -0.2 0.119
H -0.9957 2.7790 -5.8279 -0.1 -0.3 -0.5 0.130
H -1.7268 0.8319 -4.1855 -0.1 0.1 0.0 0.094
H -0.8120 0.8534 -2.6825 0.1 0.6 0.0 0.065
H -0.2290 -0.0600 -3.9947 0.4 0.2 -0.5 0.078
C 2.4501 -1.3203 -2.7660 0.1 0.3 0.6 -0.094
O 3.3575 -0.2477 -2.6270 0.4 0.5 -0.9 -0.183
C 4.0299 -0.1727 -1.3980 0.2 -0.6 0.2 -0.237
C 5.2596 0.7215 -1.4421 0.5 0.7 -1.0 -0.193
N 6.0215 0.8283 -0.1931 -0.3 -0.3 0.2 -0.036
C 5.7265 2.0564 0.5397 -0.5 -0.2 0.2 -0.204
C 6.4370 2.2251 1.8712 0.4 0.6 -0.1 -0.227
O 6.0735 1.1741 2.7564 0.6 0.0 0.3 -0.227
C 7.0444 1.0250 3.8188 -0.5 -0.3 -1.3 -0.070
H 1.6545 -1.1669 -2.0288 -0.4 -0.3 -0.2 0.077
H 2.8881 -2.3090 -2.5928 0.3 0.1 0.2 0.082
H 2.0728 -1.3244 -3.7868 -0.1 0.3 0.0 0.080
H 4.3843 -1.1873 -1.1859 0.0 0.0 0.4 0.111
H 3.3532 0.1625 -0.6046 -0.1 -0.1 0.1 0.097
H 5.0321 1.7314 -1.7955 -0.5 0.1 0.4 0.104
H 5.9181 0.4171 -2.2616 0.0 -0.6 0.2 0.117
H 5.8479 0.0251 0.3944 0.0 -0.1 0.0 0.064
H 4.6698 2.1627 0.8251 -0.3 0.0 -0.5 0.101
H 5.9833 2.8171 -0.1983 0.0 0.6 0.6 0.124
H 6.1560 3.1717 2.3485 -0.4 0.2 -0.2 0.118
H 7.5156 2.3623 1.7270 0.2 -0.8 0.1 0.121
H 7.9804 0.7988 3.3061 0.4 0.1 0.4 0.091
H 6.7545 0.1643 4.4166 -0.1 0.1 0.1 0.080
H 7.1213 1.9195 4.4370 0.0 0.1 0.0 0.081
C -2.3645 -1.4476 -2.2619 -0.2 -0.3 0.4 -0.101
O -1.7503 -1.0493 -1.0490 0.3 0.3 0.2 -0.240
C -1.0196 -2.0914 -0.3786 -0.3 0.2 -0.3 -0.173
C -0.7496 -1.8139 1.1017 -0.5 -0.5 1.1 -0.215
N 0.4228 -1.0740 1.5168 0.3 0.2 -2.2 -0.031
C 0.4637 0.2644 0.9180 0.6 -0.3 1.5 -0.156
C 1.6404 1.0339 1.5138 -0.4 0.1 0.0 -0.175
O 1.5623 1.1109 2.9295 -0.6 -0.1 0.0 -0.233
C 2.5668 1.9269 3.4739 0.5 0.6 -0.4 -0.073
H -2.9417 -2.3636 -2.0925 0.0 -0.1 -0.1 0.075
H -1.6630 -1.6326 -3.0787 0.2 0.0 0.1 0.071
H -3.0702 -0.6755 -2.5694 0.1 0.2 0.1 0.089
H -0.1229 -2.2865 -0.9691 0.2 -0.2 0.3 0.093
H -1.6835 -2.9616 -0.3947 0.2 -0.3 -0.1 0.115
H -0.6583 -2.7765 1.6171 0.0 -0.3 -0.4 0.096
H -1.6728 -1.4452 1.5704 -0.1 0.5 -0.4 0.093
H 0.5923 -1.1136 2.5139 -0.5 0.2 0.0 0.086
H -0.4997 0.7563 1.0912 0.1 0.5 0.1 0.095
H 0.6103 0.2507 -0.1649 0.0 -0.4 0.0 0.108
H 1.6235 2.0455 1.0936 0.3 0.0 0.0 0.103
H 2.5945 0.5349 1.3204 0.0 0.0 -0.5 0.113
H 2.4461 1.9564 4.5554 0.0 0.0 0.0 0.100
H 2.4976 2.9334 3.0439 -0.1 0.1 0.2 0.076
H 3.5764 1.5974 3.2035 0.0 -0.4 0.2 0.082
```
Forces are in eV/Å.